The following is a DFT calculation (ωB97M-V with the def2-TZVPD basis set) of a structure of composition C12H24AuN4OSeTa at a distorted geometry.

For the HOMO energy, the calculation gives -0.554 hartree. For the orbital gap, the calculation gives 5.33 eV. The total energy comes out at -91415.247 eV. For the energy relative to the best compared isomer or geometry (same formula, charge and spin), the calculation gives 1.5 kcal per mole. As for the LUMO energy: -9.73 eV.

Structure (ORCA input):
```
! RIJCOSX wB97M-V def2-TZVPD def2/J DEFGRID3
* xyz 2 1
N -0.713 1.024 -1.981
C -1.516 1.710 -2.619
O -2.301 2.397 -3.165
Au 2.356 -1.008 -1.000
Ta 0.013 0.163 -0.381
N 0.620 1.576 0.827
N 0.451 -1.829 -0.326
C 0.094 2.932 1.120
C 0.124 -2.939 -1.267
C 0.882 3.918 0.256
C 0.279 3.254 2.606
C -1.384 3.016 0.774
C 1.227 -3.986 -1.108
C -1.244 -3.513 -0.905
C 0.136 -2.386 -2.680
H 1.949 3.905 0.507
H 0.496 4.935 0.421
H 0.775 3.668 -0.808
H -0.164 2.470 3.231
H -0.236 4.200 2.825
H 1.332 3.383 2.875
H -1.577 2.901 -0.298
H -1.727 4.022 1.062
H -1.975 2.286 1.339
H 2.211 -3.513 -1.238
H 1.109 -4.763 -1.876
H 1.187 -4.455 -0.118
H -1.192 -4.088 0.028
H -1.555 -4.201 -1.706
H -2.000 -2.723 -0.802
H -0.596 -1.578 -2.826
H -0.096 -3.208 -3.379
H 1.139 -2.007 -2.939
C 0.541 -2.218 1.120
H 0.393 -1.335 1.769
H -0.235 -2.960 1.368
H 1.537 -2.635 1.344
C 1.982 1.307 1.363
H 1.939 0.849 2.366
H 2.543 0.630 0.687
H 2.545 2.251 1.407
Se -4.599 -0.777 1.108
C -2.952 -0.448 0.684
N -1.796 -0.224 0.332
*
```